ORCA calculation (ωB97M-V/def2-TZVPD) on a molecular structure, C16H37HgNSi4Te.

Output
Max |F| = 3.4 eV/Å
Electronic energy = -2265.8987 a.u.
E_LUMO = 4.5 eV
Spin multiplicity = 1
Total charge = -2
Kohn-Sham gap = 3.063 eV

Element x y z (Å)
Si -0.842 2.121 2.172
C -2.047 3.555 1.960
H 1.082 3.615 1.653
C 3.070 -3.767 2.179
H 2.747 -3.019 -3.590
Si -3.158 0.014 -0.154
C 1.517 2.557 -1.266
H -1.295 4.200 -1.039
C 3.545 -2.701 -2.879
H -1.278 0.666 -3.448
H -3.096 3.250 1.878
H 2.976 -0.166 0.555
H 1.940 2.751 -2.267
C -0.261 0.900 -3.106
C -3.139 -1.028 -1.713
C -1.321 1.138 3.698
H 4.082 -3.457 -2.211
C 3.612 -5.074 0.355
H -1.934 4.134 2.887
C 0.895 2.781 2.342
H -4.654 -1.527 1.032
Hg 2.264 -2.587 -0.836
H -2.959 -1.821 1.494
C -4.365 1.434 -0.376
H -3.860 -0.462 2.219
H -4.120 2.060 -1.242
H -2.376 0.835 3.647
C 1.861 -4.332 1.674
C 4.071 -1.346 -2.917
C 2.203 -5.123 0.555
H -4.428 2.069 0.516
C 4.141 -4.204 1.368
H -4.107 -1.549 -1.754
H -5.357 0.991 -0.546
H 3.149 -3.071 3.037
Te 0.634 -0.725 1.341
H 1.478 -5.717 -0.058
H 0.236 1.514 -3.877
N 2.194 -0.410 -0.090
H 0.857 -4.176 2.079
H 3.737 -0.602 -3.631
H -2.371 3.224 -2.092
C -1.327 3.485 -1.873
H 4.184 -5.566 -0.419
H -1.820 4.218 1.117
H -2.346 -1.786 -1.697
H -0.883 3.965 -2.762
C -3.704 -1.039 1.298
H 4.997 -1.091 -2.370
H -0.717 0.249 3.947
H 1.712 2.051 2.243
Si -0.252 1.975 -1.557
H -3.032 -0.432 -2.628
H 2.062 1.685 -0.832
Si -1.033 0.852 0.229
H 0.892 3.166 3.377
H 1.648 3.448 -0.627
H 5.208 -3.960 1.506
H -1.208 1.877 4.510
H 0.297 -0.044 -3.010

=====

ORCA calculation (ωB97M-V/def2-TZVPD) on a molecular structure, C16H37MnNSi4Te.

Output
Max |F| = 3.1 eV/Å
<S²> = 6.23
Electronic energy = -3263.5072 a.u.
E_LUMO (alpha / beta) = 2.8 / 2.8 eV
Spin multiplicity = 5
Total charge = -1
Kohn-Sham gap (alpha / beta) = 4.938 / 5.892 eV

Element x y z (Å)
C 0.657 0.688 -4.863
H -2.323 -2.596 2.406
H 2.574 -2.587 2.471
H 1.799 2.453 -0.585
H -0.614 2.190 -2.197
H 1.814 -1.364 -5.177
H 3.696 -0.680 1.910
H -0.558 -1.967 -5.682
Si 0.143 -0.150 1.012
H -1.560 -3.193 0.911
H 1.833 -3.262 0.999
H 1.999 0.754 4.039
H 1.185 3.396 0.797
H 0.981 2.152 3.627
H -1.202 0.341 -6.120
Si 0.123 -2.036 2.379
H 1.745 1.127 -2.968
H -1.762 2.330 -0.794
C 1.959 2.687 0.476
H -2.859 2.093 3.226
Si -1.841 1.006 1.306
Te 0.123 -1.429 -1.199
H 3.629 -0.193 0.199
H -1.101 2.017 3.491
H -2.440 -0.102 -1.775
H 0.041 -2.447 4.787
C -1.414 -3.050 1.989
C 1.671 -3.063 2.067
C -0.756 0.690 -5.187
H 1.445 0.472 -5.579
H -4.203 0.550 0.790
H -2.807 3.081 0.425
H 1.534 -4.030 2.576
N -1.424 -0.165 -1.661
H -1.281 -4.041 2.450
C 3.579 0.174 1.232
C -0.478 1.596 -3.081
C -3.297 -0.071 0.793
H -0.530 -3.050 -4.248
H 2.939 3.178 0.574
H 4.423 0.860 1.391
H -3.453 -0.942 1.436
H -3.160 -0.457 -0.223
C -1.440 1.301 -4.076
H -0.790 -0.914 4.453
H 2.749 2.291 3.565
C -1.844 2.571 0.271
H -2.109 0.572 3.767
Si 1.994 1.140 1.545
H 0.985 -0.972 4.500
C -0.153 -2.120 -4.686
Mn -0.467 -0.621 -3.605
H -2.482 1.599 -4.090
C 0.812 1.111 -3.504
C 1.902 1.617 3.371
C 1.183 -1.660 -4.322
C -1.969 1.453 3.128
H -1.039 3.267 0.540
H 1.752 -2.076 -3.476
C 0.086 -1.520 4.197

=====

ORCA calculation (ωB97M-V/def2-TZVPD) on a molecular structure, C16H38As3FeN2O4.

Output
Max |F| = 1.1 eV/Å
Electronic energy = -9013.7729 a.u.
E_LUMO (alpha / beta) = -2.1 / -2.1 eV
Spin multiplicity = 1
Total charge = +1
Kohn-Sham gap (alpha / beta) = 8.514 / 8.511 eV

Element x y z (Å)
Fe 0.025 0.209 0.327
C 3.035 2.944 0.734
C 3.428 -0.222 -1.377
H -3.723 -1.232 -0.069
C -1.881 -2.300 -0.603
H -2.197 3.411 0.161
As 0.165 2.545 -0.121
H 3.410 -2.227 0.644
C -0.199 0.182 3.270
H -0.248 -1.283 6.135
C 3.168 6.473 0.024
H -1.790 0.438 4.654
H 1.255 -0.157 4.321
C -0.480 -1.823 -0.354
C 2.310 6.096 2.822
C 1.565 3.289 1.014
H 4.477 -0.292 -1.093
H 2.768 2.477 -1.385
H 3.101 -1.160 -1.821
H 2.380 7.084 3.276
H 3.851 3.558 2.641
N -0.069 -0.436 5.616
H 0.952 3.340 -2.405
H -1.055 4.425 1.059
H 4.412 2.907 -0.943
H 3.173 4.153 -1.077
H 1.378 6.039 2.260
H -2.134 0.337 -1.060
H -2.545 -1.411 1.242
H -2.078 -2.267 -1.672
H 3.287 0.578 -2.095
H -0.107 0.340 6.264
H 3.029 7.547 0.147
O 1.099 0.157 3.392
H 0.259 4.651 -1.416
H 3.897 -1.116 1.936
H -1.424 -1.222 4.211
H -2.517 0.808 0.465
As 3.915 5.826 1.719
C 3.950 3.850 1.589
N -2.030 0.102 -0.076
H 4.448 1.340 1.042
O -0.778 0.514 2.244
C -2.662 -1.225 0.177
C -1.319 3.397 0.808
O 0.108 -1.186 -1.275
C 3.372 1.499 1.161
H 1.285 2.983 2.026
H 3.140 1.354 2.219
H 1.433 4.369 0.963
C -0.974 -0.267 4.490
H 4.985 3.617 1.324
H 2.207 6.029 -0.238
H -1.547 2.846 1.717
H 2.247 -1.813 1.912
H -0.804 3.473 -2.223
H -2.111 -3.291 -0.218
H 3.877 6.317 -0.788
C 3.066 -1.436 1.309
As 2.433 0.060 0.246
H 2.292 5.356 3.623
O -0.073 -1.710 0.850
C 0.152 3.610 -1.722
C 3.361 3.133 -0.746